[1]
{"formula": "C6H15AlN2O11P2", "method": "ωB97M-V/def2-TZVPD", "homo_energy_ev": [7.648, 7.650], "charge": -5, "spin_multiplicity": 2, "orbital_gap_ev": [2.2, 2.2], "symbols": ["O", "H", "O", "H", "H", "H", "H", "C", "H", "C", "H", "H", "H", "O", "N", "O", "C", "H", "O", "H", "O", "O", "H", "N", "H", "O", "P", "C", "H", "C", "Al", "O", "O", "C", "O", "P", "H"], "coordinates": [[-4.274868, 2.981318, 1.187568], [1.945852, -4.388552, 0.660508], [-2.345508, 3.182858, 2.645288], [3.431562, -3.295472, 0.590588], [2.317172, -1.824342, 2.653918], [1.372892, -3.164602, 2.625748], [4.314922, 2.142838, -2.569052], [0.681442, -1.730752, -0.045112], [2.427552, -0.716042, -2.562502], [2.419902, -3.501252, 0.240898], [0.923272, -1.939792, -1.098692], [3.951172, 2.646698, -1.092332], [1.279232, 0.228288, -3.477412], [-4.823848, 3.179508, 3.432898], [1.489862, -2.368442, 0.748918], [-5.376438, -0.976482, 2.481678], [2.248732, 0.274238, -2.981382], [1.738592, 2.450548, -0.543132], [-3.635798, 0.463468, -1.877432], [0.531532, -1.601072, 2.596598], [-3.987638, 5.161838, 1.854448], [-4.555558, 0.298388, 0.702028], [2.357622, -3.607892, -0.842092], [2.415182, 1.322298, -1.997342], [-3.018788, 0.406368, -2.632792], [0.157982, 1.552298, -1.534262], [-4.374488, -1.108552, 1.366348], [1.410282, 1.752918, -1.329082], [4.395022, 0.960578, -1.257022], [3.790222, 1.753818, -1.696442], [-1.987788, 1.423348, 0.417378], [-2.970608, -0.850472, 1.860908], [-0.153808, -0.938282, 0.449718], [1.382022, -2.159122, 2.205008], [-4.690478, -2.030592, 0.159358], [-3.785138, 3.704308, 2.427548], [2.998722, 0.315798, -3.771252]], "forces_ev_per_angstrom": [[-0.92, -1.72, -3.93], [0.57, -0.39, 0.01], [0.29, 0.81, 0.16], [-0.05, -0.24, -0.06], [0.23, 0.78, -0.42], [-0.56, -0.37, 0.20], [-0.20, -0.61, -0.64], [-2.52, 2.96, 0.76], [0.02, -0.04, 0.46], [-1.81, 1.80, 1.24], [-0.71, 0.32, -0.20], [-1.09, -0.18, 0.67], [-0.12, 0.49, 0.47], [0.78, 1.31, 0.72], [2.84, -2.30, 1.18], [-0.93, -1.69, 1.05], [0.45, -0.88, -0.92], [-0.28, -0.04, 0.15], [0.56, 0.39, -0.13], [0.03, 0.04, -0.81], [0.79, -0.65, 1.37], [-0.69, 2.42, -2.26], [0.00, 0.29, 0.08], [2.80, -1.08, -1.55], [0.07, 0.06, 0.39], [4.02, 0.23, 0.22], [-1.36, 0.31, -1.02], [-5.76, 1.62, 1.28], [-0.19, -0.20, 0.00], [0.65, 0.14, -0.58], [-2.36, -0.79, 0.84], [2.69, -1.05, 0.41], [1.41, -1.18, -2.15], [0.86, -1.61, 0.07], [0.61, -0.12, 1.57], [-0.30, 0.67, 1.26], [0.14, 0.53, 0.13]]}


[2]
{"formula": "C6H15AlNO2", "method": "ωB97M-V/def2-TZVPD", "homo_energy_ev": -21.203, "charge": 3, "spin_multiplicity": 1, "de_lowest_kcal_mol": 25.4, "orbital_gap_ev": 3.6, "symbols": ["C", "H", "H", "H", "H", "H", "H", "N", "Al", "H", "C", "H", "H", "H", "H", "O", "C", "H", "H", "H", "C", "C", "C", "O", "H"], "coordinates": [[-1.555740, -2.886550, -18.230480], [-2.179480, -2.537000, -19.053200], [-1.418240, -2.032390, -17.567450], [-4.118320, -5.016800, -16.114170], [-0.629530, -10.113670, -17.107870], [-3.465180, -4.523740, -18.932930], [-4.012160, -3.419480, -17.715390], [-3.182120, -6.631040, -17.028790], [0.310010, -5.954580, -15.202860], [-3.682940, -7.233280, -16.391160], [-4.022660, -5.451690, -17.109070], [-2.551130, -6.531050, -19.008260], [0.791680, -9.226960, -17.887970], [-2.495820, -9.113300, -19.259500], [-0.375860, -10.061420, -18.911010], [-1.986650, -4.022570, -17.503080], [-2.425540, -8.603750, -18.298500], [-2.945230, -9.228120, -17.571730], [-4.111610, -7.337600, -18.836640], [-4.974860, -5.769020, -17.534180], [-3.109270, -7.256330, -18.416170], [-3.386420, -4.298600, -17.869350], [-0.247510, -9.548350, -17.957920], [-1.058960, -8.371660, -17.915960], [-0.589010, -3.046780, -18.707810]], "forces_ev_per_angstrom": [[0.15, 1.00, -0.45], [-0.57, -0.54, 0.16], [0.21, 0.05, 0.54], [-0.59, -0.70, 0.34], [0.36, -0.80, 0.07], [0.51, 0.16, -0.44], [0.19, 0.45, -0.08], [-2.34, -0.55, -3.61], [0.37, 0.11, 0.34], [0.73, -0.97, 1.21], [2.16, 1.96, 2.09], [0.08, -0.21, -0.33], [-0.16, -0.14, 0.32], [0.23, -0.38, -0.19], [-0.27, -0.37, -0.03], [-2.39, -0.42, -0.83], [0.36, 1.04, -0.25], [0.01, -0.33, 0.33], [-0.34, -0.25, -0.02], [-0.41, 0.37, -0.14], [2.02, 0.21, 2.05], [0.35, -0.27, -0.62], [0.31, 0.84, -0.02], [-1.56, 0.23, -0.73], [0.57, -0.49, 0.29]]}


[3]
{"formula": "C6H15B", "method": "ωB97M-V/def2-TZVPD", "homo_energy_ev": -9.237, "spin_multiplicity": 1, "de_lowest_kcal_mol": 69.5, "orbital_gap_ev": 10.0, "symbols": ["H", "H", "C", "H", "C", "H", "B", "H", "H", "H", "H", "C", "H", "H", "C", "H", "H", "H", "C", "H", "H", "C"], "coordinates": [[1.458055, -0.944328, 0.431389], [0.544284, 0.363181, 1.924641], [-0.420967, -0.267580, 2.061777], [2.789612, -1.110744, -2.026804], [1.687463, -1.344114, -1.767195], [1.319328, 1.538638, 0.159280], [-0.452017, -0.349377, -0.452472], [-0.175955, -1.336853, 2.204121], [-2.936426, 1.209255, -0.002770], [2.375288, 0.981967, -1.091805], [-1.918709, -0.995162, 0.757105], [-2.126664, 1.228265, 0.855997], [-1.524773, 2.066325, 0.590310], [1.109824, -1.283224, -2.759829], [1.347455, 0.922759, -0.756701], [-2.869178, 1.423544, 1.770807], [1.728023, -2.440169, -1.504626], [-1.088250, 0.100516, 2.806716], [1.067781, -0.647055, -0.613287], [0.761031, 1.387019, -1.499273], [-1.457070, -0.370680, -1.883604], [-1.218134, -0.132184, 0.796223]], "forces_ev_per_angstrom": [[-0.17, 0.21, -1.80], [-1.55, -1.02, 0.92], [1.81, 0.30, -0.81], [-1.69, 0.14, 0.71], [1.03, -2.31, -1.91], [-0.31, -0.49, -0.20], [-0.87, -1.14, -4.90], [0.17, 0.65, 0.30], [1.72, -0.23, 1.32], [0.28, 0.11, -0.17], [-0.01, 0.36, -0.08], [-3.10, -1.72, -1.15], [0.47, 0.83, 0.39], [0.64, 0.16, 1.60], [1.18, -0.44, 1.35], [2.33, -0.66, -1.44], [-0.14, 0.85, -0.49], [0.23, 0.17, 1.24], [-0.44, 1.83, 2.01], [-0.89, 0.53, -1.00], [2.17, 0.19, 2.75], [-2.87, 1.67, 1.36]]}


[4]
{"formula": "C6H15BN3", "method": "ωB97M-V/def2-TZVPD", "homo_energy_ev": -12.318, "charge": 1, "smiles": "CNB1C[N@@H+](C)C=CN1C", "spin_multiplicity": 1, "de_lowest_kcal_mol": 0.0, "orbital_gap_ev": 9.4, "symbols": ["H", "C", "H", "H", "H", "N", "C", "H", "C", "H", "N", "C", "H", "H", "H", "N", "H", "C", "H", "H", "C", "H", "B", "H", "H"], "coordinates": [[-0.359264, 3.336376, 0.156316], [0.426036, -1.110963, -0.833001], [2.885808, -1.276435, 2.137215], [-2.372339, -2.039033, 0.352748], [-0.712850, 2.230026, -2.092813], [1.366291, -0.066156, 1.371437], [0.521932, 2.609689, 0.114430], [-1.476180, -1.867482, -1.582077], [-2.060041, -1.049489, 0.121877], [1.247892, -1.683096, 2.820643], [-1.108712, -1.010144, -1.072952], [-1.267144, 0.200942, -1.837483], [0.441749, -2.101681, -0.363074], [-1.988868, 0.115302, -2.677225], [0.938280, -0.936771, -1.887983], [0.181044, 1.278340, -0.302769], [1.268654, 3.154869, -0.469281], [1.892157, -1.306834, 1.923107], [1.604807, -2.145159, 1.323335], [-2.842178, -0.162703, 0.040488], [-0.592449, 1.294431, -1.460735], [-1.403021, -0.684693, 0.955763], [0.805622, 0.075631, 0.121407], [0.957651, 2.499557, 1.082367], [1.645123, 0.645474, 2.058259]], "forces_ev_per_angstrom": [[0.90, -1.32, 0.18], [-0.76, -1.12, -0.96], [2.74, -0.03, 0.61], [-0.61, -0.62, -0.15], [0.28, -1.19, 1.19], [1.55, -0.31, 1.67], [-0.51, 1.79, 0.80], [1.22, 1.56, -0.04], [1.21, 3.95, 1.47], [1.39, 1.34, -0.72], [-0.84, -1.38, -0.73], [-1.21, 0.70, -1.81], [1.09, 0.12, -0.56], [0.81, 0.38, 0.68], [-1.12, -1.03, 2.17], [-0.29, 1.69, -2.17], [0.08, -0.54, -0.46], [-4.82, -1.45, 1.02], [0.66, -0.38, -1.08], [1.29, -2.47, -0.23], [-0.79, -0.22, -0.81], [-0.78, -0.50, -0.33], [-0.87, 0.38, 0.50], [0.09, 0.44, 0.89], [-0.70, 0.18, -1.13]]}